Entry 1:
The following is a quantum chemistry calculation of C26H30Br4N5O3STi as an isolated structure, from the Open Molecules 2025 dataset.

Results
- relative energy (zero: lowest compared OMol25 entry of this formula, charge and spin) (kJ/mol) = 26.0
- net charge = -1
- Kohn-Sham gap (spin up / spin down) (eV) = 4.185 / 6.497
- calculated total energy (Ha) = -13052.13206
- spin multiplicity = 3
- expectation value of S² = 2.02

Positions of all 70 atoms, in Å:
Br1 -2.4897 1.8745 -5.1271
Br2 -0.6659 3.0913 -7.6666
Br3 2.5070 3.8944 -7.1170
Br4 3.7842 3.4584 -4.0527
Ti1 0.3569 1.4128 -0.9378
S1 -0.3644 -3.1833 0.0798
O1 -0.8155 1.7763 -2.5882
O2 1.6460 2.3658 -2.1651
O3 0.8751 -0.6503 -1.6783
N1 -1.2099 -1.5411 2.0066
N2 -1.5562 0.3104 -0.5435
N3 -0.3728 2.5203 0.7075
N4 1.7722 1.0626 0.5547
N5 -2.8738 -2.6649 0.8595
C1 -1.5226 -2.4138 1.0449
C2 1.5349 1.5833 1.7677
C3 -1.5313 3.1494 1.0422
C4 -0.4274 2.7926 2.9688
C5 -0.1603 2.2453 -3.6151
C6 0.3682 -1.0508 -2.9553
C7 1.9756 3.0579 -4.4341
C8 0.3112 2.2931 1.8883
C9 3.2617 -1.7706 1.2920
C10 -2.1037 -0.4882 2.4896
C11 3.0991 0.5223 0.2695
C12 -1.6034 3.3432 2.4167
C13 -3.6663 -3.0536 2.0206
C14 -0.6813 2.3967 -4.8914
C15 -2.6695 0.1565 -0.7511
C16 4.5459 -2.2034 3.2785
C17 1.2118 2.5842 -3.3756
C18 3.7104 -2.6523 2.2637
C19 0.1014 2.8912 -5.9477
C20 0.1825 -1.3497 2.3867
C21 4.9297 -0.8705 3.3086
C22 1.4251 3.2233 -5.7168
C23 -3.2724 -3.3876 -0.3339
C24 4.4768 0.0067 2.3323
C25 -4.0926 0.1251 -1.0391
C26 3.6323 -0.4281 1.3151
H1 -4.3569 -3.3017 -0.4328
H2 -4.2384 0.3107 -2.1030
H3 4.7799 1.0475 2.3548
H4 0.6808 -2.3116 2.4710
H5 0.6970 -0.7368 1.6473
H6 -1.6017 0.4761 2.3786
H7 -2.7915 -2.9621 -1.2108
H8 -2.2377 3.4484 0.2806
H9 -3.7049 -4.1465 2.1028
H10 -4.5840 0.9127 -0.4690
H11 5.5849 -0.5123 4.0935
H12 0.6855 -2.0709 -3.1757
H13 -0.7203 -0.9797 -2.9846
H14 0.7818 -0.3684 -3.6941
H15 0.6110 -1.3237 -1.0204
H16 -2.3995 3.8438 2.9485
H17 3.8057 1.3481 0.1235
H18 -2.3454 -0.6397 3.5454
H19 -0.1364 2.7721 4.0087
H20 0.2033 -0.8305 3.3439
H21 3.0365 -0.0026 -0.6839
H22 4.8993 -2.8901 4.0380
H23 3.4084 -3.6923 2.2277
H24 -3.0244 -0.4772 1.9150
H25 -4.6883 -2.6803 1.9245
H26 2.1834 1.4109 2.6208
H27 -3.0058 -4.4482 -0.2831
H28 -4.5106 -0.8415 -0.7673
H29 2.5996 -2.1226 0.5078
H30 -3.2405 -2.6612 2.9356

Entry 2:
The following is a quantum chemistry calculation of C26H30ClFMoN6O4SSi as an isolated structure, from the Open Molecules 2025 dataset.

Results
- relative energy (zero: lowest compared OMol25 entry of this formula, charge and spin) (kJ/mol) = 27.2
- Kohn-Sham gap (spin up / spin down) (eV) = 6.554 / 6.585
- calculated total energy (Ha) = -2954.23807

Positions of all 71 atoms, in Å:
Mo1 0.1546 0.1823 0.7475
Cl1 -0.0129 -5.5175 5.6182
S1 -1.9729 1.5242 0.3758
Si1 0.7937 -1.4196 -2.1328
F1 -1.9418 -2.5569 0.4478
O1 3.4495 -0.0931 1.2815
O2 1.9999 0.0843 -0.2752
O3 -1.2506 -0.3815 2.1669
O4 1.0261 -1.4375 1.5740
N1 1.1745 1.3250 2.3948
N2 -2.1830 2.8602 -1.9111
N3 -0.0583 2.7359 -1.0419
N4 3.2503 -0.0632 0.0989
N5 -0.3734 -0.7331 -0.9367
N6 0.5677 2.2307 0.0785
C1 1.4724 -4.2775 3.7097
C2 0.2584 -4.2795 4.4287
C3 1.8826 4.2954 0.2285
C4 -1.3903 -1.3138 2.9806
C5 -1.8238 3.7277 -3.0193
C6 -3.6666 -0.5713 -2.6909
C7 -2.2660 3.1365 -4.3483
C8 -0.6810 -3.3240 4.1951
C9 2.0698 -2.5564 -1.3639
C10 -3.8305 -2.1234 -0.8721
C11 1.8316 2.4289 2.0043
C12 2.7874 3.0360 2.8026
C13 -0.1849 -2.5450 -3.2840
C14 0.7695 -2.3191 2.4840
C15 1.4996 -0.0857 -3.2381
C16 2.3789 1.3636 4.4505
C17 1.4454 0.8119 3.5941
C18 -1.7244 -0.9718 -1.2909
C19 3.0717 2.4906 4.0412
C20 -2.5063 -1.8734 -0.5793
C21 -4.4220 -1.4589 -1.9357
C22 1.4169 2.9609 0.7034
C23 -2.3389 -0.3427 -2.3725
C24 -0.4358 -2.3289 3.2215
C25 -1.3323 2.4384 -0.9579
C26 1.7281 -3.3245 2.7649
H1 -5.4597 -1.6445 -2.1779
H2 -4.3754 -2.8384 -0.2700
H3 0.5448 -3.0815 -3.8988
H4 2.5579 0.9066 5.4131
H5 -3.3428 2.9548 -4.3593
H6 2.1156 0.6277 -2.6942
H7 2.2023 -5.0479 3.9205
H8 -2.0345 3.8194 -5.1661
H9 -4.1121 -0.0583 -3.5340
H10 0.9012 -0.0792 3.8755
H11 2.6557 -3.3102 2.2087
H12 2.1044 -0.5507 -4.0220
H13 3.8226 2.9394 4.6773
H14 -0.7438 3.8494 -2.9929
H15 1.7198 5.0546 0.9951
H16 0.6887 0.4596 -3.7287
H17 3.3077 3.9141 2.4485
H18 1.9879 -3.5557 -1.7960
H19 3.0806 -2.1824 -1.5340
H20 1.9255 -2.6312 -0.2865
H21 -2.3222 -1.3219 3.5564
H22 -1.7473 0.3559 -2.9519
H23 -2.2704 4.7161 -2.8753
H24 1.3539 4.5709 -0.6771
H25 -0.8616 -2.0162 -3.9552
H26 -3.1433 2.5804 -1.7999
H27 -1.6142 -3.3175 4.7444
H28 2.9537 4.2562 0.0160
H29 -1.7592 2.1895 -4.5373
H30 -0.7684 -3.2927 -2.7408

Entry 3:
The following is a quantum chemistry calculation of a 2-piece molecular cluster, C26H30N3 overall, from the Open Molecules 2025 dataset.

Results
- relative energy (zero: lowest compared OMol25 entry of this formula, charge and spin) (kJ/mol) = 0.0
- net charge = +1
- Kohn-Sham gap (eV) = 5.216
- calculated total energy (Ha) = -1172.79535

Positions of all 59 atoms, in Å:
N1 -3.4227 3.8286 -0.8839
N2 1.4950 -2.0700 -1.9583
N3 0.9113 -3.4309 5.2961
C1 -2.6153 2.9037 -0.2153
C2 -1.8359 1.3734 1.4416
C3 0.3473 0.1853 1.0681
C4 2.2850 -3.9492 5.1091
C5 0.6793 -0.5448 -5.2117
C6 0.5440 -2.5515 4.2729
C7 -0.6492 1.1188 0.6976
C8 0.3583 -0.7680 2.1146
C9 1.6536 -2.3245 3.4323
C10 -0.6875 -1.9610 3.9767
C11 0.0317 -3.9618 6.3275
C12 -2.7315 4.4269 -2.0478
C13 -2.8185 2.2141 0.9830
C14 1.9809 0.9491 -6.7492
C15 0.5662 -1.2810 -4.0542
C16 -0.4394 1.8836 -0.4772
C17 1.5743 -1.4431 2.3881
C18 -4.7843 4.2013 -0.5267
C19 -1.3936 2.7642 -0.9079
C20 -1.3618 3.7198 -2.0710
C21 -0.7753 -1.1123 2.9025
C22 2.8081 -3.1824 3.8791
C23 2.8890 0.1133 -4.5790
C24 2.7799 -0.6221 -3.4202
C25 1.6124 -1.3313 -3.1301
C26 1.8422 0.1644 -5.4913
H1 1.2399 0.2103 0.4638
H2 -0.9257 -3.4442 6.3173
H3 -0.5421 4.4359 -1.9457
H4 1.0829 0.8846 -7.3647
H5 -3.3108 4.2559 -2.9616
H6 -1.1910 3.1809 -3.0087
H7 -0.1365 -0.5210 -5.9150
H8 2.2332 -5.0298 4.9358
H9 0.5899 -2.3806 -1.6339
H10 0.4775 1.7867 -1.0303
H11 -5.4554 3.9928 -1.3576
H12 0.4888 -3.8358 7.3075
H13 2.1632 2.0027 -6.5346
H14 2.8871 -3.7723 6.0067
H15 3.7982 0.6517 -4.7905
H16 3.1075 -3.8675 3.0787
H17 3.5943 -0.6529 -2.7187
H18 2.8152 0.5786 -7.3456
H19 -5.1170 3.6414 0.3447
H20 3.6746 -2.5592 4.1223
H21 -0.3392 -1.8210 -3.8422
H22 -4.8271 5.2652 -0.3048
H23 2.1243 -1.9180 -1.1824
H24 -1.5558 -2.2038 4.5645
H25 -1.7464 -0.7730 2.5996
H26 2.4459 -1.2585 1.7877
H27 -3.7186 2.3781 1.5509
H28 -0.1317 -5.0230 6.1533
H29 -2.6387 5.5076 -1.8951
H30 -1.9298 0.9756 2.4331

Entry 4:
The following is a quantum chemistry calculation of C26H30N3O3PW as an isolated structure, from the Open Molecules 2025 dataset.

Results
- net charge = +4
- Kohn-Sham gap (spin up / spin down) (eV) = 6.148 / 6.224
- calculated total energy (Ha) = -1805.60106

Positions of all 64 atoms, in Å:
W1 -0.4731 -1.1621 -0.1591
P1 0.1621 1.2417 -0.2757
O1 -2.0771 -0.3066 -1.1023
O2 -4.2449 -0.2544 -1.7740
O3 2.7890 -1.1040 2.4444
N1 1.2965 -1.1730 0.8163
N2 -2.2925 -2.6357 -0.1901
N3 -3.4532 -2.0191 -0.6914
C1 2.7069 1.5503 2.9177
C2 -1.0018 2.4551 -0.8550
C3 -2.8077 3.9640 -0.3774
C4 -4.2198 1.1052 -2.3682
C5 2.6353 0.7659 -1.5824
C6 2.6970 2.9188 3.1610
C7 1.2705 0.5624 -1.5297
C8 1.6561 -2.6195 1.0450
C9 1.9256 1.0055 1.8937
C10 0.3409 -3.3513 1.3734
C11 -1.9783 2.9338 0.0285
C12 3.4284 -0.1168 -2.3195
C13 1.1259 3.2233 1.3521
C14 0.6957 -0.5999 -2.1422
C15 0.5470 -4.7293 2.0136
C16 2.7183 -2.5251 2.1521
C17 -0.8639 2.9946 -2.1370
C18 -2.6692 4.5100 -1.6538
C19 1.9122 3.7518 2.3819
C20 -0.5605 -2.4525 2.2336
C21 1.9868 -0.4257 1.6920
C22 1.1218 1.8615 1.1002
C23 2.8869 -1.2528 -2.9293
C24 1.5291 -1.4899 -2.8600
C25 -1.7068 4.0243 -2.5318
C26 -3.2633 -0.8005 -1.2164
H1 -4.3103 -2.5511 -0.8186
H2 -3.3083 5.3296 -1.9576
H3 1.0932 -2.3178 -3.4071
H4 -1.4572 -2.9630 2.5883
H5 -0.0869 2.6479 -2.8090
H6 -3.2359 1.2971 -2.7844
H7 -3.5508 4.3595 0.3029
H8 -2.0695 2.5336 1.0329
H9 -0.0315 -2.0770 3.1131
H10 1.9037 4.8192 2.5626
H11 3.7050 -2.8386 1.8207
H12 -0.9570 -1.4511 1.8096
H13 -4.9874 1.0694 -3.1326
H14 -0.3522 -0.5397 -2.4649
H15 3.3051 3.3251 3.9585
H16 3.3232 0.9062 3.5296
H17 -0.1307 -3.5695 0.3849
H18 0.5266 3.8943 0.7513
H19 -0.3841 -5.2939 2.0340
H20 3.0901 1.6094 -1.0764
H21 0.8899 -4.6300 3.0442
H22 -2.5143 -3.0169 0.7322
H23 2.4648 -3.0372 3.0775
H24 2.0951 -3.0369 0.1388
H25 1.2789 -5.3119 1.4540
H26 -1.5950 4.4642 -3.5142
H27 -4.4774 1.8010 -1.5767
H28 3.5308 -1.9161 -3.4927
H29 -2.0666 -3.4378 -0.7898
H30 4.4892 0.0822 -2.4210

Entry 5:
The following is a quantum chemistry calculation of C26H30N3O7PbSb as an isolated structure, from the Open Molecules 2025 dataset.

Results
- relative energy (zero: lowest compared OMol25 entry of this formula, charge and spin) (kJ/mol) = 120.4
- net charge = -2
- Kohn-Sham gap (eV) = 6.071
- calculated total energy (Ha) = -2132.88600

Positions of all 68 atoms, in Å:
Pb1 -1.3625 -1.0556 -0.8652
Sb1 -0.6802 1.8106 1.1024
O1 -2.8246 -2.9952 -1.9135
O2 -1.2319 1.2234 -2.0969
O3 -3.0335 -4.3182 -3.7277
O4 -4.4538 0.6556 -0.8482
O5 -0.4679 -1.3261 2.0024
O6 0.8601 -0.1877 -0.6061
O7 -0.4055 2.1752 -3.9650
N1 0.3709 -2.8834 -0.3147
N2 1.4805 -2.2719 0.2244
N3 -1.5544 -1.1184 -3.3793
C1 -1.1118 -0.0742 -4.0772
C2 -3.7217 0.3095 -0.0663
C3 -0.9487 -4.8963 -0.2951
C4 1.0188 2.6923 3.6563
C5 3.3071 0.8411 0.2693
C6 0.6058 1.4778 2.8310
C7 4.0973 -1.3928 0.6206
C8 -1.9748 -2.2245 -3.9910
C9 -0.4156 -2.4612 2.5261
C10 -2.0394 3.1139 2.2842
C11 -0.8671 1.2343 -3.3065
C12 -0.3517 -3.6895 1.8385
C13 5.3537 -0.8974 0.9351
C14 -0.2675 -3.7609 0.4288
C15 -0.9893 -0.1337 -5.4565
C16 1.6868 -1.0333 -0.0647
C17 -0.4890 -2.5111 4.0494
C18 -0.0810 4.2093 -0.8360
C19 -2.6660 -3.2978 -3.1288
C20 -1.3557 -1.3045 -6.1030
C21 0.4624 3.5554 0.4385
C22 5.5948 0.4745 0.9258
C23 -1.8814 -2.3576 -5.3678
C24 4.5630 1.3400 0.5926
C25 -3.2581 3.5650 1.4703
C26 3.0528 -0.5266 0.2894
H1 -3.8068 2.7046 1.0849
H2 6.1538 -1.5842 1.1911
H3 -2.9545 4.1611 0.6058
H4 -0.5864 -4.5946 2.3888
H5 0.0546 0.7584 3.4389
H6 -1.9727 -4.6226 -0.5599
H7 4.7382 2.4105 0.5890
H8 -0.5955 -3.5314 4.4229
H9 2.4990 1.5005 -0.0151
H10 -1.3243 -1.8992 4.3961
H11 -0.9715 -5.7813 0.3451
H12 -1.2621 -1.3894 -7.1805
H13 0.4772 4.2686 1.2659
H14 1.4837 3.2080 0.2722
H15 -1.0627 4.6586 -0.6578
H16 6.5764 0.8577 1.1819
H17 -3.9584 4.1657 2.0626
H18 3.8947 -2.4555 0.6202
H19 0.1493 3.2268 4.0476
H20 -1.4909 3.9858 2.6511
H21 1.6303 2.3859 4.5124
H22 -0.6109 0.7335 -5.9780
H23 -0.4228 -5.1251 -1.2214
H24 -0.1950 3.4808 -1.6398
H25 1.6110 3.3976 3.0681
H26 -2.3656 2.5257 3.1487
H27 0.5863 5.0044 -1.1883
H28 0.4348 -2.0826 4.4462
H29 -2.2131 -3.2800 -5.8216
H30 1.4831 0.9517 2.4475

Entry 6:
The following is a quantum chemistry calculation of one molecule with the formula C26H30O8, from the Open Molecules 2025 dataset.

Results
- relative energy (zero: lowest compared OMol25 entry of this formula, charge and spin) (kJ/mol) = 19.6
- SMILES string = CCCCCC(=O)Cc1cc(O)cc2c1C(=O)Oc1cc(O)c(C(=O)O)c(CCCCC)c1O2
- Kohn-Sham gap (eV) = 8.895
- calculated total energy (Ha) = -1610.72854

Positions of all 64 atoms, in Å:
O1 1.8249 -1.1474 -0.1384
O2 0.8646 1.2949 2.8522
O3 -2.8162 -2.8889 -3.5264
O4 -0.2456 0.0931 1.4199
O5 -0.1720 3.1707 0.4071
O6 -3.4906 -1.3974 -1.5512
O7 5.2229 1.7383 -1.6454
O8 -0.7845 -2.6452 -4.3505
C1 -2.4959 5.0427 3.5169
C2 2.4925 2.3804 0.7068
C3 0.4168 -4.9461 -1.7841
C4 0.4042 3.5886 1.3798
C5 3.5142 0.3216 -0.8703
C6 1.9231 3.5029 1.5218
C7 1.2774 -2.6020 -2.3705
C8 -0.4880 -0.5242 0.2239
C9 -0.2869 4.2077 2.5622
C10 -0.8481 -6.4796 -3.3399
C11 -3.0664 2.7573 4.4988
C12 -1.7662 4.4727 2.3017
C13 0.3970 -5.6206 -3.1552
C14 0.1622 -1.8527 -1.7020
C15 2.3896 0.1062 -0.0925
C16 1.8833 1.1165 0.7319
C17 -1.6591 -2.5382 -3.3482
C18 1.5463 -3.9275 -1.6360
C19 0.8222 0.8486 1.7318
C20 4.1274 1.5677 -0.8729
C21 0.4936 -1.1605 -0.5384
C22 -2.4815 4.1416 4.7538
C23 -1.8142 -0.6195 -0.1493
C24 3.5883 2.5973 -0.1082
C25 -1.1867 -1.9184 -2.1021
C26 -2.1860 -1.3264 -1.2874
H1 -1.7466 -5.8690 -3.2736
H2 -0.1700 3.4836 3.3736
H3 2.1722 3.3670 2.5751
H4 0.2341 5.1215 2.8574
H5 -0.5424 -4.4549 -1.6053
H6 1.2889 -6.2424 -3.2626
H7 1.7017 -3.7069 -0.5790
H8 -3.5343 5.2295 3.2329
H9 -1.4615 4.0392 5.1288
H10 -2.2374 3.5425 1.9847
H11 -3.0638 4.6360 5.5358
H12 3.9186 -0.4744 -1.4728
H13 -3.6313 -1.9849 -2.3291
H14 2.4701 -4.3584 -2.0274
H15 -2.4268 2.1768 3.8394
H16 -1.2348 -3.0260 -5.1228
H17 0.5318 -5.7168 -1.0186
H18 2.3428 4.4556 1.1890
H19 4.0437 3.5783 -0.1408
H20 -4.0526 2.8375 4.0463
H21 5.5462 2.6451 -1.5734
H22 -0.9013 -7.2451 -2.5689
H23 -3.1626 2.2132 5.4358
H24 1.0626 -2.7903 -3.4154
H25 -0.8369 -6.9713 -4.3103
H26 -1.8578 5.1778 1.4720
H27 -2.5769 -0.1635 0.4588
H28 0.4301 -4.8635 -3.9400
H29 2.1817 -1.9960 -2.3110
H30 -2.0504 6.0056 3.7819

Entry 7:
The following is a quantum chemistry calculation of C26H31AgN2O2S4 as an isolated structure, from the Open Molecules 2025 dataset.

Results
- relative energy (zero: lowest compared OMol25 entry of this formula, charge and spin) (kJ/mol) = 0.0
- Kohn-Sham gap (eV) = 7.182
- calculated total energy (Ha) = -3008.99027

Positions of all 66 atoms, in Å:
Ag1 -11.7787 16.7626 -0.5297
S1 -13.5679 19.5331 -3.3025
S2 -9.5182 17.8878 -0.7111
S3 -12.9402 15.7070 1.5164
S4 -14.3345 15.0167 -1.5908
O1 -12.8768 15.0446 -2.0262
O2 -13.3567 18.7943 -1.9836
N1 -9.7631 17.5025 1.8961
N2 -10.4472 19.5453 1.2329
C1 -11.7049 11.8982 0.4134
C2 -14.9633 18.7879 -4.2129
C3 -16.2219 13.1186 -2.3035
C4 -9.9560 18.3590 0.8622
C5 -13.7524 12.6005 -2.6940
C6 -12.2332 19.0112 -4.3815
C7 -10.6202 17.9554 2.9684
C8 -14.2724 16.2595 -4.0691
C9 -14.0560 13.2138 1.1272
C10 -12.1935 19.4765 -5.6803
C11 -14.1108 11.4103 -3.3201
C12 -15.1246 16.1153 -2.7946
C13 -10.9697 20.5535 0.3706
C14 -11.6932 13.2736 0.7454
C15 -12.9310 11.2375 0.3947
C16 -11.2862 18.1796 -3.8680
C17 -10.7282 19.4749 2.6474
C18 -11.1820 19.1290 -6.5215
C19 -10.2126 17.7964 -4.6905
C20 -10.1763 18.3008 -5.9805
C21 -12.8770 13.9517 1.0523
C22 -16.4946 11.9285 -3.0019
C23 -14.8067 13.3819 -2.2352
C24 -14.7883 17.4221 -4.8770
C25 -14.0623 11.8984 0.7262
C26 -15.4754 11.0555 -3.4257
H1 -10.8155 11.3708 0.1549
H2 -13.2871 10.7448 -3.7971
H3 -10.7291 13.8158 0.8970
H4 -17.5127 11.6397 -3.2348
H5 -15.0439 11.4972 0.6462
H6 -11.1903 19.4675 -7.5584
H7 -9.4770 17.0828 -4.3414
H8 -12.7494 12.9505 -2.5855
H9 -10.2370 21.0958 -0.1906
H10 -9.3175 18.0508 -6.6210
H11 -15.7828 17.1479 -5.2775
H12 -9.8661 16.5359 1.6372
H13 -15.8184 18.7103 -3.5435
H14 -11.7428 19.8181 2.8769
H15 -13.2342 16.4466 -3.7467
H16 -11.4976 17.8575 -2.8301
H17 -14.9457 13.7809 1.4328
H18 -10.1191 17.8857 3.8941
H19 -15.2494 19.5354 -4.9422
H20 -12.9468 20.1594 -6.0076
H21 -9.9752 19.9566 3.2556
H22 -16.9564 13.8280 -1.9851
H23 -15.7016 10.1453 -3.9817
H24 -11.4947 21.3084 0.9865
H25 -11.6594 20.0876 -0.3163
H26 -16.1490 15.8670 -3.0091
H27 -11.6063 17.4950 2.9273
H28 -14.2845 15.2766 -4.6041
H29 -14.2204 17.5336 -5.7452
H30 -15.1676 16.9919 -2.1984
H31 -13.0403 10.2277 -0.0647